[1]
C11H15N | ωB97M-V/def2-TZVPD

```
27
Properties=species:S:1:pos:R:3:forces:R:3:mulliken_charge:R:1
C -1.00712 2.18879 1.89226 -0.3 1.2 0.5 -1.407
C -0.93272 1.29173 0.70966 0.5 -0.6 0.4 0.585
C -1.59712 0.10924 0.53392 -0.3 1.1 0.0 -0.729
N -1.16365 -0.49273 -0.62818 -1.1 0.3 -1.5 -0.021
C -0.40590 0.42315 -1.34155 1.2 -0.7 1.3 0.196
C 0.17388 0.29183 -2.60058 -0.5 0.8 -0.5 -0.696
C 1.05759 1.28548 -2.98389 0.4 0.0 -0.1 -0.397
C 1.43340 2.30599 -2.09843 -0.6 0.5 0.5 -0.727
C 0.78049 2.46642 -0.89409 0.0 -0.6 0.7 -0.410
C -0.09488 1.46561 -0.44340 -0.3 0.4 -1.0 0.621
H -0.84157 1.76440 2.88258 -0.1 -0.6 -0.2 0.328
H -1.98004 2.68261 1.93690 -0.2 0.0 0.0 0.312
H -0.30256 3.02668 1.88145 0.1 -0.2 -0.5 0.315
H -2.54373 -0.13190 1.00340 0.5 -0.7 0.3 0.343
H -1.74063 -1.10363 -1.18684 -0.2 -0.2 0.5 0.295
H -0.23709 -0.39610 -3.33258 0.3 -0.3 0.1 0.316
H 1.46955 1.33251 -3.98890 -0.1 -0.3 0.1 0.353
H 2.15019 3.07922 -2.32516 0.1 -0.1 -0.6 0.378
H 0.95003 3.32759 -0.26445 0.3 0.1 0.0 0.338
C 1.22235 -2.95842 1.84861 -0.5 -0.9 -0.5 -0.879
C -0.01010 -3.22452 0.95915 0.7 -0.2 0.2 -0.553
H 1.10360 -3.59533 2.73005 0.1 0.5 0.3 0.277
H 2.13939 -3.33135 1.38221 0.0 0.4 -0.1 0.285
H 1.28618 -1.90099 2.07982 0.2 0.0 0.3 0.271
H -0.03320 -2.59244 0.07816 0.0 0.2 0.0 0.030
H -0.89962 -3.05973 1.56795 -0.2 -0.1 -0.3 0.220
H 0.02329 -4.25412 0.60193 -0.2 -0.1 0.1 0.360
```
Forces are in eV/Å.

net charge	0
SMILES	Cc1c[nH]c2ccccc12.CC
lowest unoccupied orbital energy	0.92	eV
Kohn-Sham gap	8.79	eV
ΔE to the lowest compared entry with this formula, charge and spin	0.736	eV
calculated total energy	-482.8881	Ha
F_max	0.037	hartree/bohr

=====

[2]
C17H40N16O9 | ωB97M-V/def2-TZVPD

```
82
Properties=species:S:1:pos:R:3:forces:R:3:mulliken_charge:R:1
C -0.81595 5.77136 0.90147 -0.4 -1.2 0.2 0.720
O -1.92526 5.37631 0.58875 -0.5 -0.3 -0.1 -0.676
N -0.50994 7.04914 0.98429 -0.1 2.4 -0.3 -0.436
N 0.19610 4.98074 1.28053 0.0 -1.1 0.3 -0.248
H 0.40805 7.32220 1.30497 -0.7 0.6 -0.1 0.157
H -1.32376 7.62548 0.82413 0.7 0.6 0.1 0.255
H 1.11457 5.38174 1.40590 -0.2 -0.9 0.0 0.186
H -0.09603 4.01783 1.36757 1.1 -0.2 -0.2 0.001
C 1.46570 1.15856 4.29195 0.5 1.9 1.6 0.389
O 2.41985 1.48079 3.63442 1.9 0.1 -1.1 -0.805
N 0.52461 0.35041 4.02859 -2.5 -4.0 -3.0 -0.113
N 1.15982 1.70373 5.46065 0.5 2.6 3.5 -0.402
H -0.17297 0.14612 4.72983 0.2 -0.6 -0.9 0.209
H 0.70872 -0.20392 3.20461 -1.0 -0.5 -0.1 0.129
H 1.83949 2.27619 5.94070 -0.3 -0.1 0.0 0.245
H 0.33090 1.37731 5.93650 0.6 0.4 0.3 0.131
C -0.26019 -5.94999 -0.31240 -1.8 1.7 -3.6 0.511
O -0.75327 -6.45883 -1.29835 -0.2 -0.8 -2.3 -0.702
N -0.20988 -6.58902 0.77896 0.8 -3.2 5.9 -0.358
N 0.07257 -4.66884 -0.20232 0.7 0.8 -0.1 -0.159
H -0.09978 -6.03426 1.61575 -0.1 -0.7 0.3 0.163
H -0.53630 -7.54403 0.81761 0.0 0.5 0.1 0.246
H 0.57578 -4.47139 0.65084 0.2 1.0 -0.7 0.105
H 0.15716 -4.17964 -1.08188 0.2 0.5 0.3 0.174
C -3.19381 -4.42673 -4.17216 -0.4 -2.4 0.5 0.764
O -2.28283 -3.81324 -4.60692 3.6 1.9 -1.1 -0.737
N -3.11474 -5.66254 -3.63107 -0.6 -1.0 0.4 -0.342
N -4.40517 -3.91758 -4.31026 -2.4 0.5 0.1 -0.460
H -2.25489 -6.16887 -3.47488 0.1 0.5 0.1 0.211
H -3.96974 -6.10765 -3.32949 0.4 0.0 0.0 0.129
H -4.33477 -2.95438 -4.60589 -0.8 -0.2 0.2 0.247
H -5.19566 -4.36778 -3.87146 0.0 0.7 -0.2 0.170
C 3.90740 1.89593 0.51604 2.6 -1.6 -5.1 0.692
O 4.29615 2.19829 -0.61738 0.8 -0.8 0.2 -0.760
N 4.06312 0.79542 1.20556 1.8 -4.3 0.3 -0.451
N 3.23263 2.65465 1.22804 -4.3 6.9 3.8 -0.183
H 3.69661 0.80878 2.14663 0.3 -0.8 -0.2 0.262
H 4.40335 -0.03317 0.73888 -0.2 0.1 0.4 0.217
H 2.72381 2.26470 2.00851 -0.1 0.9 0.1 0.273
H 3.35148 3.63891 1.03514 -0.7 -0.2 0.1 0.133
C 0.46182 3.36036 -2.73777 2.7 -0.4 0.1 0.693
O 1.63407 3.45734 -3.02493 2.0 -0.4 -0.8 -0.702
N -0.34296 4.33895 -2.98497 -3.1 3.4 -1.0 -0.409
N -0.07066 2.35317 -2.11559 -1.3 -2.4 1.2 -0.157
H 0.08165 5.14148 -3.42741 -0.6 -0.1 0.3 0.252
H -1.27313 4.30059 -2.59328 0.2 0.7 -0.4 0.151
H -1.04591 2.41281 -1.85979 0.4 -0.8 0.1 0.148
H 0.51030 1.54385 -1.94954 -0.3 -0.2 0.4 -0.044
C -0.76958 -2.84612 2.72874 2.0 -0.4 -1.1 0.312
O -0.90494 -3.61463 3.62218 -0.8 -2.5 4.0 -0.716
N 0.42834 -2.46232 2.31895 3.3 0.8 -0.1 -0.260
N -1.68819 -2.41752 1.96037 -5.1 1.2 -1.7 -0.146
H 0.54133 -1.91520 1.47753 0.4 0.1 -0.2 0.091
H 1.20685 -2.81891 2.85455 0.0 0.2 -0.4 0.161
H -2.61727 -2.72665 2.20807 0.1 0.1 -0.3 0.202
H -1.53233 -2.06594 1.02645 0.1 0.3 -0.2 0.120
C 1.15737 -0.48232 -0.69218 0.1 0.9 1.6 -0.071
C 0.97744 -1.48707 -1.64160 0.8 -1.5 -1.4 -0.131
C -0.24284 -2.02961 -1.88635 -1.6 1.3 0.8 -0.807
C -1.33319 -1.52121 -1.15100 -1.5 -0.7 -0.7 -0.159
C -1.21251 -0.43665 -0.24969 0.2 1.0 -0.1 -1.016
C 0.03499 0.03935 -0.02399 1.5 -1.4 -1.1 0.860
O 0.24214 0.99493 0.86169 1.3 2.1 1.7 0.433
O -0.45024 -3.01250 -2.78749 1.3 -0.9 -0.3 -0.562
H 2.16869 -0.20967 -0.42891 -0.1 0.4 0.1 -0.228
H 1.84579 -1.87754 -2.15139 0.1 -0.1 -0.2 0.697
H -2.34663 -1.82182 -1.37228 -0.1 -0.4 -0.3 0.344
H -1.96779 0.22748 0.14388 -0.8 -0.5 -0.1 0.365
H -0.58320 1.32764 1.22188 -0.3 -0.2 0.0 -0.362
H -1.30342 -3.00197 -3.22745 -0.3 0.1 -0.1 0.268
C 2.51990 0.13325 -4.63255 0.2 0.4 0.8 -0.288
C 2.27608 0.11120 -6.08306 -0.1 -0.3 1.4 0.307
N 2.02466 0.08124 -7.19912 0.1 0.1 -0.5 -0.426
H 1.75493 0.64632 -4.04972 -0.3 0.3 -0.6 -0.112
H 3.42932 0.67477 -4.37220 0.1 0.0 -0.3 0.347
H 2.57165 -0.81340 -4.09469 0.0 -0.4 -0.8 0.163
C -1.88018 3.61873 4.24477 0.1 -0.4 -0.5 -0.961
C -1.92503 2.62416 3.14827 -0.2 -0.9 -1.5 0.346
N -1.98638 1.85653 2.27045 -0.1 1.8 2.1 -0.495
H -1.74663 3.07151 5.17795 -0.1 0.2 0.1 0.292
H -2.79184 4.21618 4.24910 -0.1 -0.2 0.1 0.370
H -1.04540 4.30650 4.10975 0.1 -0.2 -0.1 0.243
```
Forces are in eV/Å.

net charge	-1
lowest unoccupied orbital energy (spin up / spin down)	1.70 / 1.63	eV
Kohn-Sham gap (spin up / spin down)	1.98 / 5.64	eV
calculated total energy	-2225.1661	Ha
multiplicity	2
F_max	0.174	hartree/bohr
expectation value of S²	0.760

=====

[3]
C34H39N2O4Pb | ωB97M-V/def2-TZVPD

```
80
Properties=species:S:1:pos:R:3:forces:R:3:mulliken_charge:R:1
O 0.86867 1.77310 -5.28798 0.9 1.4 -2.6 -0.227
C 2.18306 1.79518 -5.96134 1.3 -0.7 0.9 -0.111
C 1.74037 2.37330 -7.28643 -0.2 -0.3 0.7 -1.035
H 2.56951 0.77632 -6.07879 0.0 0.3 0.4 -0.142
H 2.91159 2.44870 -5.44825 -0.4 -0.4 0.1 0.364
C 0.37165 2.38429 -6.57285 -0.7 1.1 -0.7 1.843
H 1.82756 1.69499 -8.14023 -0.1 0.1 0.2 0.276
H 2.19919 3.34732 -7.50103 -0.4 -0.2 -0.1 0.361
C -0.69361 1.58343 -7.28424 -0.2 -0.1 0.3 -1.902
H -0.42155 0.53923 -7.37248 0.1 -0.1 0.0 0.372
H -0.84537 1.98191 -8.29020 0.1 0.1 0.1 0.450
H -1.63425 1.66693 -6.74130 -0.2 -0.1 0.0 0.397
C -0.10745 3.82577 -6.41262 -0.2 0.0 0.2 -1.779
H 0.67180 4.46461 -5.98229 -0.2 -0.2 0.2 0.410
H -1.02669 3.86701 -5.81363 0.3 0.1 0.0 0.375
H -0.33001 4.24798 -7.40863 0.0 -0.3 0.3 0.381
Pb 0.81133 0.73145 -1.36806 -0.9 0.3 3.1 1.135
C 0.41096 2.16820 1.81952 0.4 0.0 -0.5 -0.357
C 1.72672 1.68064 1.95886 0.4 1.2 -0.2 -0.077
C 2.52407 2.27365 0.94128 -0.2 -0.6 0.2 -0.809
H 2.11249 1.06406 2.76909 -0.2 0.1 -0.3 0.509
C 1.68136 3.06730 0.12263 -0.4 -0.3 -0.6 -0.934
C 0.34570 2.95922 0.64657 0.3 -0.1 0.3 -0.551
H -0.52952 3.50708 0.30431 0.3 -0.1 0.0 0.446
H -0.39452 2.00324 2.51730 -0.1 -0.3 -0.2 0.372
H 3.60188 2.17731 0.84318 -0.2 0.0 -0.1 0.384
H 1.99647 3.76225 -0.65507 0.0 -0.2 0.1 0.540
C -2.31817 -0.19141 0.55571 -0.9 0.5 -0.6 0.122
C -2.35385 0.95970 -0.26110 0.2 -0.5 0.8 -1.101
C -2.22755 0.54453 -1.61604 0.7 0.2 -0.4 -0.814
H -2.50643 1.97762 0.09433 0.2 -0.3 -0.1 0.440
C -2.21026 -0.88458 -1.62608 0.3 -0.4 0.3 -0.913
C -2.26172 -1.33079 -0.28831 -0.1 0.3 -0.4 -0.508
H -2.27081 -2.37212 0.04514 0.1 0.4 -0.2 0.400
H -2.40324 -0.21182 1.63980 0.2 0.1 -0.4 0.637
H -2.30194 1.19149 -2.49207 -0.2 -0.2 0.2 0.625
H -2.25379 -1.51171 -2.51779 0.1 0.2 0.2 0.571
O 0.91649 -0.89713 -6.18684 0.9 -0.8 1.1 -0.411
C -0.15229 -0.91244 -5.21294 -0.3 -0.4 -0.1 -0.405
C 0.48753 -1.08979 -3.79920 -0.7 0.8 -0.6 0.191
H -0.89002 -1.70546 -5.46489 0.5 0.3 0.1 0.435
H -0.66579 0.07429 -5.20402 0.4 -0.9 -0.5 0.025
C 2.00256 -1.24712 -4.07049 0.0 0.7 -0.2 -0.228
H 0.02761 -1.91176 -3.18531 0.4 1.1 -0.5 0.496
H 0.19798 -0.04438 -3.45661 0.6 -1.7 0.3 -0.673
C 2.04367 -1.61046 -5.55860 -0.9 -0.4 -0.1 -0.895
H 2.53586 -1.94117 -3.41356 -0.4 -0.1 -0.2 0.485
H 2.52396 -0.28856 -3.94787 -0.2 0.0 0.1 0.126
H 1.86697 -2.70097 -5.64735 0.1 0.4 -0.2 0.350
H 2.99347 -1.36701 -6.06373 -0.5 0.1 0.1 0.385
O 2.12133 -1.62906 -0.16071 -0.5 -0.3 0.8 -0.794
C 1.49071 -1.75461 0.91575 -1.5 0.7 0.5 -0.245
N 1.64812 -2.74472 1.87878 1.0 -0.9 -0.8 -0.033
C 0.87442 -2.50771 3.07792 0.5 -0.2 0.0 3.516
C 0.03433 -1.32373 2.55065 -1.4 1.5 0.0 -1.420
O -0.89487 -0.83603 3.22207 1.4 -0.8 -0.6 -0.727
N 0.47648 -0.91567 1.32671 0.7 -0.6 -0.1 0.585
C 0.03835 -3.72050 3.56262 0.1 0.4 -0.4 -0.308
C -1.31354 -3.85269 3.22894 0.0 -0.3 0.1 -0.271
C -2.00958 -4.99828 3.61771 0.1 -0.1 -0.2 -0.858
C -1.38715 -6.03525 4.30316 0.2 0.3 0.5 -0.557
C -0.07115 -5.84495 4.72527 0.5 0.1 -0.1 -0.678
C 0.64743 -4.70502 4.35255 -0.4 0.0 -0.4 -0.236
C 1.76865 -1.99794 4.22555 0.4 -0.2 0.2 -0.831
C 1.21060 -1.89978 5.50268 0.1 0.4 0.3 -0.071
C 1.95856 -1.44711 6.59524 -0.1 0.1 -0.5 -0.822
C 3.28882 -1.06325 6.40510 0.3 -0.4 -0.1 -0.377
C 3.88232 -1.18053 5.13857 -0.7 -0.2 0.0 -0.795
C 3.12650 -1.67227 4.05461 -0.1 0.5 0.3 -0.306
H 2.18540 -3.58284 1.69484 -0.1 0.3 0.2 0.260
H -1.85664 -3.07651 2.69163 0.3 -0.1 0.1 0.446
H -3.05797 -5.08253 3.37709 -0.1 0.0 -0.1 0.417
H -1.92851 -6.94062 4.59571 0.1 0.4 -0.2 0.358
H 0.43253 -6.57176 5.35616 -0.1 -0.1 -0.1 0.357
H 1.68384 -4.54719 4.66377 -0.4 -0.2 0.0 0.403
H 0.15775 -2.14627 5.62841 0.2 0.0 0.0 0.493
H 1.47601 -1.36425 7.57440 0.3 0.0 -0.3 0.355
H 3.88575 -0.74400 7.26352 -0.2 0.1 -0.3 0.347
H 4.92532 -0.88693 4.98701 -0.4 -0.1 0.1 0.371
H 3.59297 -1.73468 3.06914 -0.2 0.0 0.3 0.390
```
Forces are in eV/Å.

net charge	-1
lowest unoccupied orbital energy	2.09	eV
Kohn-Sham gap	5.75	eV
calculated total energy	-1922.2164	Ha
F_max	0.064	hartree/bohr

=====

[4]
C4H5GaO | ωB97M-V/def2-TZVPD

```
11
Properties=species:S:1:pos:R:3:forces:R:3:mulliken_charge:R:1
H 0.11602 2.17399 0.31953 -0.8 -0.1 1.5 0.314
C 0.04372 -1.57523 -1.29974 -0.6 0.5 -1.3 -0.579
C 0.51095 -0.53946 -0.58832 1.6 1.2 0.7 -0.001
C -0.23010 0.69534 -0.31121 -2.6 -4.0 0.4 -0.163
C -0.36639 1.21194 0.97385 2.4 2.8 -5.2 0.122
O 0.34452 0.83201 1.99652 4.0 -0.7 -3.9 0.050
Ga -0.60197 0.85770 3.28748 -4.1 -0.1 7.3 0.880
H -0.92780 -1.52952 -1.80008 0.3 -0.1 0.1 0.269
H 1.48826 -0.63805 -0.10374 -0.3 0.0 0.0 0.345
H 0.65223 -2.46528 -1.46976 -0.3 0.1 0.5 0.300
H -1.02944 0.97655 -1.00452 0.3 0.4 -0.1 0.465
```
Forces are in eV/Å.

net charge	+2
lowest unoccupied orbital energy (spin up / spin down)	-12.53 / -13.86	eV
Kohn-Sham gap (spin up / spin down)	6.64 / 5.50	eV
calculated total energy	-2154.4601	Ha
F_max	0.163	hartree/bohr

=====

[5]
C6H11NO | ωB97M-V/def2-TZVPD

```
19
Properties=species:S:1:pos:R:3:forces:R:3:mulliken_charge:R:1
C -0.47880 1.54833 -0.63040 0.1 0.5 1.6 -1.236
C 0.37609 0.49854 0.06275 -1.8 -1.6 -0.4 1.018
C 1.81708 0.50045 -0.26860 1.6 -0.3 0.8 -1.355
C -0.09580 0.17262 1.48721 1.3 -1.1 0.2 -0.640
C -1.10279 -0.78987 0.99486 -1.6 -1.3 -0.3 -0.774
N -0.37041 -0.98828 -0.22589 1.2 2.3 -0.4 -0.053
C -0.56069 -1.76001 -1.32815 1.1 0.3 1.6 0.021
O 0.07658 -1.58365 -2.33539 -0.1 -0.1 -1.1 -0.550
H -0.42011 2.59152 -0.15643 0.3 -1.5 -0.5 0.304
H -1.49776 1.15438 -0.37414 0.5 0.9 -1.5 0.289
H -0.04050 1.59127 -1.63494 -1.3 0.1 -0.2 0.350
H 1.98961 0.58804 -1.36388 -0.1 0.3 0.8 0.359
H 2.15040 -0.56000 -0.01151 0.3 1.6 0.0 0.324
H 2.35665 1.37067 0.34686 -0.9 -2.1 -1.4 0.267
H -0.40563 0.86474 2.21378 -0.3 1.5 0.5 0.407
H 0.61828 -0.49252 1.95485 0.8 0.3 0.2 0.298
H -1.19157 -1.72117 1.56088 -0.4 0.2 0.2 0.356
H -2.07267 -0.31266 0.80707 -0.2 -0.3 0.2 0.290
H -1.14796 -2.67239 -1.09894 -0.3 0.2 -0.3 0.323
```
Forces are in eV/Å.

net charge	0
SMILES	CC1(C)CCN1C=O
lowest unoccupied orbital energy	0.87	eV
Kohn-Sham gap	10.07	eV
ΔE to the lowest compared entry with this formula, charge and spin	2.305	eV
calculated total energy	-365.1468	Ha
F_max	0.052	hartree/bohr

=====

[6]
C6H23B2NSn | ωB97M-V/def2-TZVPD

```
33
Properties=species:S:1:pos:R:3:forces:R:3:mulliken_charge:R:1
Sn 1.04587 0.72999 0.95820 1.9 1.5 0.1 0.183
B 3.71217 1.48282 2.53520 -0.4 0.1 -0.2 0.512
H 3.15457 0.61338 2.84729 -2.1 -4.1 1.6 -0.420
H 4.70486 1.65672 2.92065 3.9 -0.1 1.7 -0.193
H 3.73988 1.58136 1.46107 0.2 -0.1 -4.3 -0.275
H 3.14891 2.35880 2.81739 -2.4 3.4 1.4 -0.225
B 2.28324 3.28543 -0.28122 0.5 -0.3 0.5 0.513
H 1.35278 2.84217 -0.60061 -4.5 -2.1 -1.3 -0.475
H 3.09269 2.84793 -0.84479 3.0 -2.2 -2.3 -0.203
H 2.36546 4.32986 -0.53937 -0.6 4.2 -0.9 -0.165
H 2.59010 3.17524 0.74734 0.5 -0.5 3.9 -0.206
C -2.94627 0.14217 1.12582 0.4 -0.5 -0.6 -1.101
C -2.50107 -0.22749 -0.33659 -0.1 0.0 1.5 -0.433
N -1.24949 -1.06136 -0.36047 -1.5 0.3 -1.6 0.208
C -0.77933 -1.13035 -1.75889 1.0 0.0 0.8 -0.410
C -0.43710 0.18278 -2.36835 -0.2 1.2 -0.6 -1.223
C -1.54917 -2.45826 -0.02249 0.8 0.9 2.4 -0.451
C -0.29341 -3.32670 0.05183 -0.3 0.0 -1.1 -1.259
H -4.00591 0.36069 1.25814 -0.1 0.2 -0.6 0.361
H -2.37871 0.99452 1.49928 0.1 -0.2 0.1 0.258
H -2.80043 -0.72586 1.76877 0.3 0.1 0.1 0.265
H -3.33077 -0.75611 -0.80592 -0.1 -0.3 -0.3 0.327
H -2.33822 0.68683 -0.90720 0.1 -0.1 0.1 0.327
H -1.45119 -1.67208 -2.42464 -0.4 -0.3 0.0 0.326
H 0.13375 -1.71706 -1.65798 0.0 0.1 -0.5 0.310
H 0.32304 0.04537 -3.13738 0.1 0.2 0.2 0.335
H -0.13660 0.94256 -1.64688 0.6 -0.2 0.1 0.156
H -1.27445 0.69288 -2.84451 -0.3 -0.3 -0.2 0.339
H -1.84144 -2.40580 1.02628 -0.7 -0.2 0.0 0.235
H -2.37032 -2.87315 -0.60702 0.0 -0.2 -0.3 0.397
H 0.53205 -2.85731 0.58699 -0.3 0.1 0.4 0.244
H -0.58590 -4.27665 0.49919 0.3 -0.1 -0.1 0.429
H 0.09043 -3.46332 -0.95917 0.0 -0.6 0.1 0.315
```
Forces are in eV/Å.

net charge	-1
lowest unoccupied orbital energy (spin up / spin down)	2.52 / 2.41	eV
Kohn-Sham gap (spin up / spin down)	6.05 / 7.14	eV
calculated total energy	-560.8972	Ha
multiplicity	2
F_max	0.100	hartree/bohr
expectation value of S²	0.753